This record from the OMol25 dataset describes C27H47N3O8S2 in the gas phase in a non-equilibrium geometry. The level of theory is ωB97M-V/def2-TZVPD.

Cartesian coordinates (Å):
C  -3.836  1.573  -1.778
C  -3.314  1.761  -0.562
C  -1.830  1.749  -0.211
C  -1.078  2.420  -1.376
C  -1.526  3.879  -1.630
C  -0.388  4.692  -2.263
S  -0.070  4.166  -3.918
O  0.494  2.846  -3.963
O  -1.227  4.379  -4.728
O  1.071  5.192  -4.343
N  -1.712  2.470  1.071
C  -0.436  3.119  1.379
C  -0.186  2.967  2.891
S  0.930  4.262  3.489
C  1.436  3.549  4.994
N  1.479  4.097  6.170
N  2.006  3.129  7.019
C  2.222  2.076  6.290
O  1.877  2.262  4.989
C  -1.440  0.236  -0.073
C  -0.046  0.138  0.510
C  0.366  -0.734  1.421
C  -2.457  -0.585  0.741
C  -2.718  -0.183  2.195
O  -1.513  -0.264  -1.422
C  -0.815  -1.451  -1.744
C  0.525  -1.151  -2.441
C  1.515  -2.309  -2.362
C  2.320  -2.308  -1.040
C  3.836  -2.341  -1.253
C  4.551  -2.294  0.106
C  4.580  -3.654  0.794
O  3.389  -3.961  1.548
C  3.222  -3.257  2.667
C  1.910  -3.537  3.336
O  4.034  -2.502  3.117
C  -1.708  -2.189  -2.759
C  -2.981  -2.749  -2.140
C  -2.733  -3.911  -1.194
O  -3.828  -3.249  -3.202
H  -4.761  1.012  -1.859
H  -3.448  1.985  -2.700
H  -3.991  1.892  0.279
H  -1.239  1.883  -2.303
H  0.003  2.405  -1.226
H  -1.781  4.352  -0.686
H  -2.352  3.878  -2.334
H  -0.684  5.738  -2.331
H  0.543  4.594  -1.708
H  1.724  4.680  -4.845
H  -2.412  3.198  1.093
H  0.408  2.655  0.890
H  -0.457  4.195  1.173
H  -1.114  2.898  3.453
H  0.321  2.012  3.027
H  2.634  1.136  6.609
H  0.695  0.823  0.114
H  1.273  -0.534  1.979
H  -0.167  -1.647  1.650
H  -3.384  -0.687  0.187
H  -2.041  -1.597  0.772
H  -3.257  -0.979  2.705
H  -1.819  0.118  2.720
H  -3.369  0.691  2.208
H  -0.674  -2.150  -0.918
H  0.297  -0.872  -3.471
H  0.932  -0.249  -1.980
H  2.238  -2.164  -3.170
H  1.042  -3.271  -2.555
H  1.991  -3.144  -0.425
H  2.111  -1.364  -0.544
H  4.083  -1.426  -1.794
H  4.137  -3.219  -1.822
H  5.594  -2.042  -0.095
H  4.129  -1.519  0.741
H  4.633  -4.420  0.025
H  5.446  -3.759  1.443
H  1.154  -3.837  2.614
H  1.602  -2.649  3.875
H  2.028  -4.376  4.019
H  -1.116  -3.030  -3.131
H  -1.958  -1.492  -3.558
H  -3.557  -1.947  -1.686
H  -2.522  -4.832  -1.734
H  -1.941  -3.737  -0.465
H  -3.643  -4.086  -0.618
H  -3.252  -3.449  -3.944

Atoms 1-3, force components in eV/Å:
C -0.384 0.184 0.360
C 0.181 0.011 -0.154
C -0.921 1.293 -0.813

Properties
Total energy, Ha: -2619.44262
Charge: 0
Strongest force on any atom, eV/Å: 1.78
SMILES string: C=C[C@](CC)(O[C@H](CCCCCCOC(C)=O)C[C@H](C)O)[C@](C=C)(CCCS(=O)(=O)O)NCCSc1nnco1
Kohn-Sham gap, eV: 9.3
2S+1: 1